Entry 1:
{"formula": "C25H33ClIrN6O5", "method": "the ωB97M-V functional and the def2-TZVPD basis", "charge": 2, "spin_multiplicity": 2, "e_above_lowest_kj_mol": 78.0, "e_tot_ha": -2241.0897, "homo_lumo_gap_ev": [7.7, 6.5], "lumo_ev": [-6.37, -7.55], "species": ["Ir", "O", "N", "N", "O", "C", "C", "C", "C", "C", "C", "H", "H", "H", "H", "H", "N", "C", "C", "C", "N", "H", "H", "H", "H", "H", "H", "H", "H", "H", "H", "C", "C", "O", "C", "C", "C", "C", "C", "C", "H", "H", "H", "H", "H", "H", "H", "H", "O", "C", "N", "C", "O", "C", "C", "C", "C", "N", "C", "H", "H", "H", "H", "H", "H", "H", "H", "Cl", "C", "H", "H"], "xyz": [[0.275242, 0.012212, -0.122263], [0.744002, 1.998801, 0.059885], [-0.154511, 2.943149, 0.082770], [-1.315063, 2.502875, 0.147140], [-1.539239, 1.210045, 0.208775], [-2.452060, 3.404603, 0.139973], [-2.232213, 4.771397, 0.051828], [-3.335099, 5.606397, 0.038506], [-4.618998, 5.079725, 0.112676], [-4.809238, 3.709484, 0.201985], [-3.718273, 2.853550, 0.216427], [-1.230550, 5.170800, -0.008103], [-3.190467, 6.675521, -0.032297], [-5.472874, 5.743196, 0.105878], [-5.809076, 3.302090, 0.261227], [-3.841374, 1.784789, 0.296529], [0.162395, -0.023615, 2.142122], [1.039474, -0.899134, 2.955648], [0.930362, -2.332375, 2.461083], [1.580228, -2.576040, 1.104383], [0.758593, -2.052761, -0.024446], [0.231074, 0.939108, 2.462916], [-0.807735, -0.298416, 2.283724], [0.763527, -0.840043, 4.009212], [2.064507, -0.534741, 2.882350], [-0.125102, -2.622982, 2.413838], [1.397886, -2.995948, 3.187772], [1.716819, -3.645380, 0.941973], [2.564306, -2.107747, 1.059932], [-0.166600, -2.483303, 0.021457], [1.167147, -2.351820, -0.906297], [-3.231077, -0.569586, -1.571673], [-2.770229, -1.430864, -0.445826], [-1.641646, -1.279917, 0.079531], [-3.628861, -2.508403, 0.050080], [-4.878811, -2.745068, -0.532156], [-5.680188, -3.771819, -0.064909], [-5.243701, -4.567970, 0.984413], [-4.002075, -4.343257, 1.572701], [-3.201677, -3.320041, 1.109181], [-2.517295, 0.215866, -1.784859], [-4.195672, -0.121631, -1.330662], [-3.379630, -1.189369, -2.459250], [-5.231249, -2.134904, -1.352144], [-6.644588, -3.952464, -0.519062], [-5.874379, -5.367606, 1.350240], [-3.669508, -4.967745, 2.390469], [-2.242173, -3.132668, 1.571902], [6.480544, 3.663734, 3.280027], [6.716413, 2.288958, 3.311783], [6.139410, 1.602714, 2.153479], [4.869054, 1.169606, 2.160568], [4.119748, 1.204338, 3.123690], [4.335561, 0.571846, 0.878472], [5.066382, -0.151494, -0.047450], [4.396056, -0.729136, -1.118476], [3.029349, -0.598946, -1.211593], [2.309578, 0.093333, -0.301893], [2.967162, 0.678830, 0.709771], [5.600810, 3.851232, 3.624731], [6.312382, 1.813808, 4.202993], [7.792516, 2.146886, 3.271296], [6.608399, 1.729535, 1.270545], [6.134321, -0.292436, 0.066776], [4.925759, -1.288064, -1.876909], [2.495928, -1.045695, -2.036233], [2.391932, 1.266303, 1.405594], [-0.666037, 1.552611, -2.801438], [0.120120, 0.084310, -2.169887], [1.089958, 0.085858, -2.649627], [-0.487673, -0.759421, -2.500396]], "forces_ev_per_angstrom": [[0.8, 0.6, 0.5], [-0.2, 0.3, -0.2], [0.0, -0.1, 0.0], [0.0, 0.2, 0.0], [-0.2, -0.3, 0.0], [0.1, -0.1, 0.0], [0.0, 0.0, 0.0], [0.0, 0.0, 0.0], [0.0, 0.0, 0.0], [0.0, 0.0, 0.0], [0.0, 0.0, 0.0], [0.0, 0.0, 0.0], [0.0, 0.0, 0.0], [0.0, 0.0, 0.0], [0.0, 0.0, 0.0], [0.0, 0.0, 0.0], [0.1, 0.0, -0.1], [-0.1, -0.1, 0.0], [0.0, 0.1, -0.1], [0.0, 0.1, 0.1], [-0.4, -0.1, -0.3], [0.0, 0.0, 0.0], [0.0, 0.1, 0.1], [-0.1, 0.0, 0.0], [0.0, 0.0, 0.0], [0.0, -0.1, 0.1], [0.0, 0.0, 0.0], [0.0, 0.0, 0.0], [0.0, 0.0, 0.0], [0.0, -0.1, 0.0], [0.0, -0.1, 0.0], [0.1, 0.0, 0.0], [0.1, 0.0, 0.1], [-0.5, -0.1, -0.1], [0.0, 0.0, 0.0], [0.0, 0.0, 0.0], [0.0, 0.0, 0.0], [0.0, 0.0, 0.0], [0.0, 0.0, 0.0], [0.0, 0.0, 0.0], [0.0, 0.0, 0.0], [0.0, 0.0, 0.0], [0.0, 0.0, 0.0], [0.0, 0.0, 0.0], [0.0, 0.0, 0.0], [0.0, 0.0, 0.0], [0.0, 0.0, 0.0], [0.0, 0.0, 0.0], [0.0, 0.0, 0.0], [0.0, 0.0, 0.0], [0.0, 0.0, 0.0], [-0.1, 0.1, 0.0], [0.0, 0.0, 0.0], [0.0, 0.0, 0.0], [0.0, 0.0, 0.0], [0.0, 0.0, 0.0], [-0.1, 0.1, 0.0], [0.3, -0.3, 0.3], [-0.1, 0.1, -0.1], [0.0, 0.0, 0.0], [0.0, 0.0, 0.0], [0.0, 0.0, 0.0], [0.0, 0.0, 0.0], [0.0, 0.0, 0.0], [0.0, 0.0, 0.0], [0.0, 0.0, 0.0], [0.0, -0.1, 0.1], [0.0, 0.1, 0.0], [-0.1, 0.1, 0.1], [0.0, -0.1, -0.2], [0.1, 0.0, -0.1]], "lowdin_charge": [1.5121, -0.2724, 0.0642, -0.1915, -0.2153, -0.1600, -0.0020, -0.0434, -0.0460, -0.0480, -0.0074, 0.1183, 0.1201, 0.1192, 0.1165, 0.1040, -0.0464, -0.1970, -0.1503, -0.1702, -0.0638, 0.1080, 0.0976, 0.1339, 0.1012, 0.1073, 0.1338, 0.1364, 0.1119, 0.0956, 0.1088, 0.0002, -0.2946, -0.1381, -0.1550, -0.0022, -0.0363, -0.0289, -0.0438, -0.0100, 0.0100, 0.1067, 0.1210, 0.1177, 0.1213, 0.1227, 0.1172, 0.0945, -0.0019, -0.2244, 0.1147, -0.4386, 0.0793, -0.0674, 0.0492, 0.0105, -0.0997, -0.0892, -0.0509, 0.0992, 0.1341, 0.1367, 0.1484, 0.1393, 0.1334, 0.1115, 0.1157, 0.6107, -0.6973, -0.0105, 0.0196]}



Entry 2:
{"formula": "C8H6N2O", "method": "the ωB97M-V functional and the def2-TZVPD basis", "spin_multiplicity": 1, "e_above_lowest_kj_mol": 82.8, "e_tot_ha": -493.1924, "smiles": "O=c1[nH]ncc2ccccc12", "homo_lumo_gap_ev": 8.9, "lumo_ev": 0.05, "species": ["O", "C", "N", "N", "C", "C", "C", "C", "C", "C", "C", "H", "H", "H", "H", "H", "H"], "xyz": [[0.380448, -2.930650, -0.691305], [-0.051113, -1.833988, -0.889511], [-0.905563, -1.589677, -1.901589], [-1.295186, -0.387946, -2.387201], [-0.966062, 0.633331, -1.652384], [-0.354833, 0.554980, -0.364941], [-0.127676, 1.741681, 0.460506], [0.494693, 1.637894, 1.657802], [1.038292, 0.412109, 2.035444], [0.995795, -0.683238, 1.147951], [0.202414, -0.656219, -0.006247], [-1.026288, -2.403967, -2.459707], [-1.354773, 1.591494, -1.872856], [-0.601873, 2.742214, 0.275366], [0.603862, 2.509989, 2.272281], [1.485251, 0.273745, 2.976533], [1.482610, -1.611754, 1.399858]], "forces_ev_per_angstrom": [[0.8, -1.8, 0.3], [0.3, 1.8, 1.7], [0.0, 0.6, -0.4], [0.3, 0.9, 0.4], [-1.3, -1.0, 0.2], [1.0, 1.8, 0.6], [-1.8, -0.2, -1.4], [0.4, -0.5, 0.2], [-0.1, -1.4, -1.9], [-0.5, 0.2, 1.1], [0.5, 0.4, 0.2], [-0.5, -0.3, -0.9], [-0.3, 0.8, -1.1], [0.5, -1.2, -0.5], [0.0, 0.2, 0.3], [0.7, 0.0, 1.0], [0.0, -0.1, 0.2]], "lowdin_charge": [0.0880, -0.4505, 0.0654, 0.0815, -0.0988, -0.1425, -0.0198, -0.0980, -0.0462, 0.0135, -0.0794, 0.1485, 0.1016, 0.1281, 0.1044, 0.0891, 0.1152]}



Entry 3:
{"formula": "C6H12", "method": "the ωB97M-V functional and the def2-TZVPD basis", "spin_multiplicity": 1, "e_above_lowest_kj_mol": 615.0, "e_tot_ha": -235.5840, "homo_lumo_gap_ev": 9.9, "lumo_ev": 0.71, "species": ["C", "C", "C", "C", "C", "C", "H", "H", "H", "H", "H", "H", "H", "H", "H", "H", "H", "H"], "xyz": [[-1.249325, -1.116620, 0.377495], [-0.423463, 0.072447, -0.107013], [-1.306580, 1.174277, -0.675973], [0.712387, 0.506716, 0.837975], [1.653585, -0.331459, 0.184861], [0.777960, -0.430917, -1.056427], [-1.817717, -1.559350, -0.449265], [-0.609448, -1.893442, 0.809771], [-1.964307, -0.801740, 1.146461], [-1.885709, 0.815504, -1.535756], [-0.707825, 2.030860, -1.007276], [-2.018520, 1.528414, 0.079705], [0.865528, 1.577276, 0.941258], [1.739894, 0.418840, 1.950348], [2.030744, -1.249948, 0.619495], [2.570795, 0.329304, 1.239271], [0.652862, -1.405915, -1.543778], [0.979135, 0.335753, -1.811146]], "forces_ev_per_angstrom": [[0.0, 0.0, 0.0], [-0.2, 0.1, 0.0], [0.0, 0.0, 0.0], [0.1, 0.1, -0.1], [-0.1, -0.1, 0.1], [0.1, -0.1, -0.2], [0.1, 0.1, 0.1], [-0.1, 0.1, -0.1], [0.1, 0.0, -0.1], [0.1, 0.0, 0.1], [-0.1, -0.1, 0.0], [0.1, -0.1, -0.1], [0.0, -0.2, 0.0], [0.1, 0.0, -0.1], [0.0, 0.2, 0.0], [-0.1, 0.0, 0.1], [0.0, 0.1, 0.1], [0.0, -0.1, 0.1]], "lowdin_charge": [-0.0558, -0.5111, -0.0578, -0.1995, -0.2210, -0.0935, 0.0833, 0.0856, 0.0831, 0.0838, 0.0807, 0.0834, 0.0914, 0.1244, 0.0848, 0.1278, 0.1034, 0.1069]}



Entry 4:
{"formula": "C2H6NO3", "method": "the ωB97M-V functional and the def2-TZVPD basis", "charge": 1, "spin_multiplicity": 1, "e_above_lowest_kj_mol": 194.7, "e_tot_ha": -359.9623, "homo_lumo_gap_ev": 11.2, "lumo_ev": -4.44, "species": ["C", "C", "N", "O", "O", "O", "H", "H", "H", "H", "H", "H"], "xyz": [[0.896053, 0.507674, 0.027434], [0.301640, -1.303215, -0.028931], [0.571322, -0.517223, -1.045660], [0.693504, -0.595914, 0.968364], [2.037638, 1.115364, -0.053237], [-2.428732, 0.306135, 0.492712], [0.002760, 1.034842, 0.220241], [-0.128164, -2.294934, 0.155928], [-2.156126, 0.840423, 1.232581], [0.471418, -0.535060, -1.997262], [2.907688, 0.679460, 0.018275], [-3.169000, 0.762452, 0.009559]], "forces_ev_per_angstrom": [[0.7, -0.8, -1.3], [-0.3, -1.3, -0.8], [0.1, -0.6, 4.3], [0.6, -0.3, 0.9], [0.4, 1.4, 0.5], [-0.5, 0.0, -1.4], [-0.5, 1.8, -0.3], [0.0, 0.4, -0.6], [-0.4, 0.5, 0.4], [-0.5, -0.1, -2.8], [-0.8, -0.5, -0.1], [1.1, -0.5, 1.0]], "lowdin_charge": [-0.3058, -0.0501, 0.2708, 0.1611, 0.1862, -0.0579, 0.1544, 0.1961, 0.0337, 0.1448, 0.1783, 0.0885]}



Entry 5:
{"formula": "C3H6N2O2", "method": "the ωB97M-V functional and the def2-TZVPD basis", "spin_multiplicity": 1, "e_above_lowest_kj_mol": 442.2, "e_tot_ha": -377.7909, "homo_lumo_gap_ev": [7.4, 7.4], "lumo_ev": [0.49, 0.49], "species": ["C", "C", "C", "N", "N", "O", "O", "H", "H", "H", "H", "H", "H"], "xyz": [[-1.454900, -0.698691, -2.371456], [0.592105, -0.566071, -0.303009], [0.852752, -0.084403, 2.017661], [0.486686, 0.210680, 0.752860], [0.032847, 1.566863, 0.447699], [-1.343806, 0.444729, -2.498187], [-1.593546, -1.800077, -2.090510], [0.810698, -1.538825, -0.106255], [0.397673, -0.079726, -1.282535], [1.278864, -1.102035, 2.266511], [0.665642, 0.466253, 2.891835], [0.171783, 1.543237, -0.568026], [-0.896799, 1.638066, 0.843412]], "forces_ev_per_angstrom": [[-0.4, 0.6, 1.0], [-0.8, 2.5, -1.5], [0.4, -2.0, -0.9], [0.5, 0.9, 1.9], [1.5, -1.4, 0.6], [0.0, 0.7, -0.9], [-0.1, -1.4, -0.4], [0.8, -2.5, 0.0], [0.6, -0.9, 1.1], [-0.6, 1.2, -1.0], [-0.5, 1.4, 0.2], [-1.1, 0.8, 0.6], [-0.2, 0.1, -0.7]], "lowdin_charge": [-0.4625, -0.0432, -0.0305, -0.3425, 0.1048, 0.1828, 0.2267, 0.0435, 0.0536, 0.0766, 0.0219, 0.0726, 0.0960]}



Entry 6:
{"formula": "C4H15CoF2NO9S2", "method": "the ωB97M-V functional and the def2-TZVPD basis", "charge": -2, "spin_multiplicity": 4, "e_above_lowest_kj_mol": 119.4, "e_tot_ha": -3272.1124, "homo_lumo_gap_ev": [6.0, 6.0], "lumo_ev": [4.99, 4.99], "species": ["Co", "O", "H", "O", "H", "O", "H", "N", "S", "O", "O", "F", "S", "O", "O", "F", "C", "C", "O", "H", "H", "H", "H", "H", "H", "C", "C", "O", "H", "H", "H", "H", "H", "H"], "xyz": [[-0.283367, 0.147238, -1.184091], [0.181286, 1.963649, -1.848634], [0.082559, 2.481715, -1.026203], [1.190972, -0.551750, -2.451348], [1.503830, -1.477167, -2.467629], [-1.544300, -0.294195, -2.673702], [-2.453937, 0.035057, -2.810376], [0.065546, -0.386453, 0.654012], [-0.196693, -1.645917, 1.511370], [-1.392413, -1.650922, 2.391951], [1.055774, -2.366780, 1.876774], [-0.836797, -2.526786, 0.243919], [0.411607, 0.587988, 2.048934], [1.518982, 0.145231, 2.885379], [-0.764586, 1.200055, 2.652882], [0.907914, 1.845285, 1.192368], [3.998604, -1.314628, 0.483887], [3.576316, -0.153479, -0.448879], [3.875916, -0.614092, -1.760960], [5.072090, -1.447059, 0.349019], [3.628702, -2.320577, 0.285550], [3.927367, -1.206731, 1.566195], [4.243375, 0.684678, -0.247313], [2.499838, 0.015744, -0.423283], [3.076931, -0.471984, -2.273826], [-4.508237, 1.223841, 0.060375], [-3.227553, 0.536788, 0.346430], [-2.119150, 1.298388, -0.164754], [-4.693280, 2.271638, 0.296985], [-5.374133, 0.791671, 0.561942], [-4.765292, 1.088534, -0.990204], [-3.157829, -0.458044, -0.093512], [-3.110244, 0.372479, 1.417570], [-2.389794, 2.196588, 0.039175]], "forces_ev_per_angstrom": [[-0.1, 0.7, -4.8], [-0.1, 0.5, 1.6], [0.2, 0.1, -0.6], [0.9, -0.8, 0.7], [-0.7, 0.4, 0.2], [-1.0, -0.4, 0.5], [0.8, 0.0, 0.4], [1.2, 2.1, 4.3], [-1.4, -7.3, -0.6], [2.9, 0.3, -1.0], [-3.4, 1.4, -0.4], [1.0, 0.7, 1.2], [-0.2, 3.9, -0.6], [-1.7, 0.7, -1.4], [1.3, -1.5, -0.2], [0.6, -0.9, 0.4], [1.0, -0.2, 0.4], [0.3, -2.1, -0.1], [1.2, 0.1, 0.2], [0.4, 0.1, -0.3], [-0.7, 0.3, -0.5], [-0.6, 0.6, 0.1], [-0.5, 0.5, 0.3], [0.2, 0.6, 0.3], [-1.3, 0.3, -0.4], [-2.2, -0.3, -1.0], [1.2, -0.1, 0.7], [-1.2, -0.3, 0.5], [1.0, 0.3, 0.1], [0.1, -0.6, 0.4], [0.1, 0.3, -0.3], [-0.2, 0.1, -0.3], [0.2, 0.1, 0.3], [0.7, 0.4, -0.2]], "lowdin_charge": [0.5721, -0.4360, -0.1068, -0.4113, -0.0500, -0.4430, -0.0917, -0.3344, 0.5437, -0.3181, -0.3125, -0.2344, 0.6018, -0.2802, -0.3000, -0.1860, -0.1054, -0.2937, -0.1288, 0.0448, 0.0627, 0.0505, 0.0983, 0.0720, 0.0117, -0.1060, -0.3049, -0.1256, 0.0705, 0.0641, 0.0752, 0.1166, 0.0960, 0.0890]}